# 1
{"formula": "CH3N3S2", "method": "wB97M-V/def2-TZVPD", "max_force_ev_per_a": 4.12, "relative_energy_kj_mol": 304.2, "e_lumo_ev": [-2.03, -2.03], "total_energy_ev": -27221.3114, "smiles": "N/[N+]([S-])=N\\C=S", "homo_lumo_gap_ha": [0.2510, 0.2509], "species": ["C", "N", "N", "N", "S", "S", "H", "H", "H"], "coordinates": [[1.83101, 1.17194, 0.41357], [0.69981, 1.78411, -0.06357], [-0.57152, 1.49389, -0.08775], [-0.86894, 0.17100, -0.39516], [3.46670, 1.14044, -0.10892], [-2.07648, 2.19120, -0.00073], [1.78731, 0.50604, 1.19389], [-1.77638, 0.14240, -0.71644], [-0.10490, -0.12675, -0.95673]], "forces_ev_per_a": [[1.424, 0.221, -2.933], [-1.351, 1.643, 0.495], [1.185, -2.324, -0.210], [3.836, 0.000, 1.493], [-2.780, 0.813, 0.174], [0.760, 2.532, 0.597], [-1.225, -1.278, 2.250], [-2.118, -0.537, -1.062], [0.269, -1.069, -0.805]], "mulliken_charge": [-0.15, -0.48, 0.59, -0.46, -0.22, -0.21, 0.41, 0.28, 0.25]}

---

# 2
{"formula": "CH3N4", "method": "wB97M-V/def2-TZVPD", "max_force_ev_per_a": 6.53, "total_charge": 1, "relative_energy_kj_mol": 67.5, "e_lumo_ev": -4.61, "total_energy_ev": -7037.8928, "homo_lumo_gap_ha": 0.4525, "species": ["C", "N", "N", "N", "N", "H", "H", "H"], "coordinates": [[0.39158, -0.24345, 0.86150], [-0.15435, 0.39455, 1.68453], [-0.90712, 0.55491, -1.45527], [-1.30077, 1.35945, -2.12035], [0.86672, -0.78111, -0.12523], [-0.54618, 0.82616, 2.54696], [1.37457, -1.64875, -0.40524], [0.27556, -0.46177, -0.98691]], "forces_ev_per_a": [[-2.396, 2.611, 5.483], [0.903, -0.959, -0.452], [-2.160, 3.576, -3.149], [1.278, -2.816, 2.364], [0.875, -2.247, -6.014], [0.542, -0.593, -1.316], [-0.219, 0.889, 1.577], [1.177, -0.461, 1.508]], "mulliken_charge": [0.39, -0.14, 0.11, -0.15, -0.31, 0.38, 0.34, 0.38]}

---

# 3
{"formula": "CH3N4", "method": "wB97M-V/def2-TZVPD", "max_force_ev_per_a": 2.42, "total_charge": 1, "relative_energy_kj_mol": 358.4, "e_lumo_ev": -6.70, "total_energy_ev": -7034.8769, "homo_lumo_gap_ha": 0.3634, "species": ["C", "N", "N", "N", "N", "H", "H", "H"], "coordinates": [[0.06416, 0.23997, 0.26589], [1.29891, 0.87813, -0.00751], [1.74309, -0.25749, -0.32331], [0.76650, -1.04257, 0.21416], [-1.13677, 0.60392, 0.04369], [0.51748, -1.97661, -0.08721], [-1.32834, 1.59833, -0.10685], [-1.92503, -0.04367, 0.00114]], "forces_ev_per_a": [[0.257, -2.238, -0.527], [-0.021, 1.118, -0.150], [1.402, -0.140, -0.396], [-1.787, 1.157, 1.147], [-0.003, 0.224, 0.199], [-0.127, 0.015, -0.433], [0.039, -0.197, 0.062], [0.239, 0.062, 0.098]], "mulliken_charge": [0.56, -0.17, 0.00, -0.10, -0.21, 0.31, 0.31, 0.29]}

---

# 4
{"formula": "CH3N4Si", "method": "wB97M-V/def2-TZVPD", "max_force_ev_per_a": 6.42, "total_charge": -1, "relative_energy_kj_mol": 181.0, "e_lumo_ev": 4.53, "total_energy_ev": -14921.8275, "homo_lumo_gap_ha": 0.3232, "species": ["C", "N", "N", "N", "N", "Si", "H", "H", "H"], "coordinates": [[1.80505, -1.10518, -0.82041], [3.14120, -1.00934, 1.31498], [2.04974, -0.70060, 1.60003], [2.87494, -1.43003, -1.17318], [4.21525, -1.30641, 1.00080], [0.78009, -0.18331, 0.58259], [-0.61152, -0.52998, 0.19270], [0.92142, 1.36932, 0.06336], [0.01329, 0.19880, 2.00263]], "forces_ev_per_a": [[1.638, -0.221, -0.856], [6.135, -1.518, -1.130], [-0.537, -0.241, 2.172], [-1.874, 0.101, -0.676], [-2.762, 0.793, 1.416], [-3.334, 3.476, 0.283], [0.095, -0.701, -0.901], [0.101, -1.786, 0.339], [0.537, 0.097, -0.646]], "mulliken_charge": [0.17, 0.78, -0.46, -0.60, -0.56, 0.24, -0.18, -0.13, -0.25]}

---

# 5
{"formula": "CH3N5O2", "method": "wB97M-V/def2-TZVPD", "max_force_ev_per_a": 7.99, "relative_energy_kj_mol": 683.9, "e_lumo_ev": -0.98, "total_energy_ev": -12619.9306, "homo_lumo_gap_ha": 0.2795, "species": ["C", "H", "H", "H", "N", "N", "N", "N", "N", "O", "O"], "coordinates": [[0.07150, 0.29053, 0.07956], [-1.81901, 2.69405, -0.38183], [1.71052, 0.97975, -1.07999], [-0.98274, -2.15731, 1.64304], [-1.03942, 0.94264, 0.10287], [1.44757, 0.32491, -0.24300], [1.98353, -0.87883, -0.21238], [1.00452, -1.76004, 0.13534], [-0.03676, -1.07953, 0.50548], [-0.88850, 2.08372, -1.02788], [-1.45119, -1.43989, 0.47879]], "forces_ev_per_a": [[-0.108, -2.214, 0.632], [4.481, -2.395, -3.557], [-0.160, -1.643, 2.346], [-2.820, 2.243, -4.343], [1.549, 1.906, -2.916], [-2.188, 4.526, -2.141], [-2.746, -4.800, 0.173], [4.269, 0.848, -0.626], [-2.011, 4.309, -0.747], [-4.676, 1.306, 5.911], [4.410, -4.085, 5.268]], "mulliken_charge": [0.20, 0.41, 0.34, 0.46, -0.34, 0.04, -0.37, -0.20, 0.45, -0.53, -0.47]}

---

# 6
{"formula": "CH3N5O2", "method": "wB97M-V/def2-TZVPD", "max_force_ev_per_a": 6.27, "relative_energy_kj_mol": 351.6, "e_lumo_ev": -0.32, "total_energy_ev": -12623.3742, "smiles": "Nn1onn/c1=N\\O", "homo_lumo_gap_ha": 0.3403, "species": ["C", "H", "H", "H", "N", "N", "N", "N", "N", "O", "O"], "coordinates": [[0.47477, -0.02367, -0.39169], [-0.77058, -0.02114, 1.44150], [-0.45890, -1.75715, 1.96014], [1.59271, 2.53879, 0.44123], [-0.98354, -1.09039, 1.24822], [-0.13469, -1.07924, 0.04219], [-1.09594, -0.40018, -1.91475], [-0.30499, 0.50478, -1.60425], [1.33478, 0.71548, 0.25060], [-1.06663, -1.41275, -0.99737], [1.41299, 2.02547, -0.47580]], "forces_ev_per_a": [[0.695, 6.158, -0.946], [-0.977, -2.689, 1.150], [-1.203, 2.198, -1.746], [-0.374, -1.120, -3.532], [3.472, 2.019, 0.701], [-2.730, -4.809, 0.741], [0.907, 1.112, 1.338], [0.721, -1.830, 0.156], [-1.284, -0.125, -2.094], [0.032, -0.856, -0.683], [0.740, -0.060, 4.915]], "mulliken_charge": [0.50, 0.32, 0.31, 0.37, -0.50, 0.11, -0.05, -0.11, -0.48, -0.10, -0.37]}

---

# 7
{"formula": "CH3NO2", "method": "wB97M-V/def2-TZVPD", "max_force_ev_per_a": 4.62, "relative_energy_kj_mol": 305.5, "e_lumo_ev": 0.47, "total_energy_ev": -6668.4973, "smiles": "O=CNO", "homo_lumo_gap_ha": 0.3900, "species": ["C", "H", "H", "H", "N", "O", "O"], "coordinates": [[-0.06098, 0.69775, 0.06052], [1.29254, -1.19400, -1.09513], [-0.36699, -1.11227, 0.89434], [0.28916, 1.06210, -0.97000], [-0.01617, -0.59416, 0.14756], [0.21570, -1.32606, -0.99380], [-0.30766, 1.47816, 0.96565]], "forces_ev_per_a": [[0.610, 4.004, -0.617], [-4.010, -0.966, -0.010], [-0.588, -0.826, 1.376], [-0.534, -0.408, 0.938], [0.106, -1.547, -0.638], [4.560, 0.349, -0.685], [-0.143, -0.607, -0.364]], "mulliken_charge": [0.18, 0.37, 0.22, 0.27, -0.07, -0.41, -0.57]}

---

# 8
{"formula": "CH3NO2", "method": "wB97M-V/def2-TZVPD", "max_force_ev_per_a": 3.40, "relative_energy_kj_mol": 574.6, "e_lumo_ev": [-3.38, -0.59], "total_energy_ev": -6665.7086, "homo_lumo_gap_ha": [0.2486, 0.3613], "species": ["C", "N", "O", "O", "H", "H", "H"], "coordinates": [[0.40962, 0.70992, -0.07786], [0.07368, 1.87292, -0.29596], [-2.93550, -1.12834, 0.26762], [-0.28089, -0.43432, 0.04092], [1.48120, 0.55925, -0.14925], [-3.40177, -0.34352, 0.16434], [-1.26585, -0.57665, -0.11674]], "forces_ev_per_a": [[-0.099, -1.059, -0.854], [-1.090, 1.347, 0.045], [1.706, -2.759, 0.266], [-0.438, -1.037, 0.182], [0.433, -0.469, 0.434], [-1.842, 2.840, -0.323], [1.330, 1.136, 0.251]], "mulliken_charge": [0.23, -0.41, -0.38, -0.46, 0.30, 0.35, 0.37]}

---

# 9
{"formula": "CH3NO2S", "method": "wB97M-V/def2-TZVPD", "max_force_ev_per_a": 3.14, "relative_energy_kj_mol": 304.9, "e_lumo_ev": [-1.06, -0.96], "total_energy_ev": -17502.3095, "homo_lumo_gap_ha": [0.2816, 0.2856], "species": ["C", "N", "O", "O", "S", "H", "H", "H"], "coordinates": [[-0.34859, 3.03386, -0.46479], [-1.05201, 2.06485, -0.76284], [-3.10185, 0.63038, -1.04840], [0.43530, -1.24051, -0.01146], [-1.81990, 0.98582, -1.66522], [-0.41701, -0.81921, 0.04629], [0.30943, 2.96726, 0.33729], [1.07303, -0.64955, 0.37146]], "forces_ev_per_a": [[-2.543, -1.145, -1.432], [0.914, 0.933, -0.598], [0.019, 0.033, -0.289], [0.115, -0.753, -0.368], [0.049, 0.284, 0.857], [-0.362, 0.282, 0.131], [1.544, -0.060, 1.422], [0.265, 0.427, 0.276]], "mulliken_charge": [-0.10, -0.07, -0.46, -0.61, 0.39, 0.30, 0.24, 0.31]}

---

# 10
{"formula": "CH3NO2S", "method": "wB97M-V/def2-TZVPD", "max_force_ev_per_a": 3.17, "relative_energy_kj_mol": 440.4, "e_lumo_ev": [0.07, -0.88], "total_energy_ev": -17500.9059, "homo_lumo_gap_ha": [0.3280, 0.3095], "species": ["C", "N", "O", "O", "S", "H", "H", "H"], "coordinates": [[-0.00081, 0.10452, -0.03029], [-0.86449, -0.94860, -0.72161], [-2.26151, -1.03384, -0.57296], [-2.69129, -3.45510, -1.49535], [-3.36080, -2.27789, -1.05718], [0.98098, -0.25197, -0.55636], [-0.08126, -0.02343, 1.02676], [-0.19214, 1.12542, -0.31573]], "forces_ev_per_a": [[-0.421, -1.987, -2.437], [-0.678, -1.536, -0.926], [0.735, 1.420, 0.879], [0.789, -1.727, -0.704], [1.052, 2.640, 0.930], [-1.524, 0.884, 1.640], [0.400, -0.098, 0.769], [-0.354, 0.403, -0.152]], "mulliken_charge": [-0.51, -0.22, -0.15, -0.35, 0.48, 0.24, 0.25, 0.26]}

---

# 11
{"formula": "CH3NO2S2", "method": "wB97M-V/def2-TZVPD", "max_force_ev_per_a": 2.85, "relative_energy_kj_mol": 223.2, "e_lumo_ev": -0.82, "total_energy_ev": -28338.1086, "smiles": "N[S@@](=O)(=S)C=O", "homo_lumo_gap_ha": 0.3159, "species": ["C", "N", "O", "O", "S", "S", "H", "H", "H"], "coordinates": [[0.42168, -1.51170, 0.16656], [0.45633, 1.02883, -0.50010], [0.22311, -2.35101, -0.63296], [-0.58126, 0.47308, 1.69063], [-2.51398, 0.75903, -0.49515], [-0.70985, 0.14533, 0.28644], [1.38190, -1.37283, 0.64872], [-0.09735, 1.66618, -1.12465], [1.41941, 1.16307, -0.03949]], "forces_ev_per_a": [[-1.395, 0.228, -2.475], [-0.205, 0.041, -0.634], [-0.194, -0.128, 0.647], [-0.121, -0.570, 0.573], [2.313, -1.410, 0.281], [0.112, 1.455, 0.913], [0.201, 0.440, 1.008], [1.764, -0.260, 0.761], [-2.475, 0.204, -1.074]], "mulliken_charge": [0.13, -0.53, -0.31, -0.57, -0.33, 0.72, 0.33, 0.27, 0.29]}

---

# 12
{"formula": "CH3NO2S2", "method": "wB97M-V/def2-TZVPD", "max_force_ev_per_a": 4.23, "relative_energy_kj_mol": 402.1, "e_lumo_ev": [-2.93, -2.93], "total_energy_ev": -28336.2545, "homo_lumo_gap_ha": [0.2181, 0.2183], "species": ["C", "N", "O", "O", "S", "S", "H", "H", "H"], "coordinates": [[0.18111, 0.40734, 0.24115], [-0.60580, -0.78594, -0.07721], [-3.57736, -0.10708, -1.04802], [-1.80574, -0.95764, 0.60247], [-0.66682, 2.05351, 0.16820], [-3.17285, 0.04201, 0.35759], [0.67061, 0.17726, 1.28596], [0.97516, 0.30242, -0.39295], [-0.80537, -1.02137, -1.04139]], "forces_ev_per_a": [[-1.647, -0.237, 3.888], [-0.277, -0.441, -0.316], [0.203, 0.389, 1.863], [-1.463, 1.169, 0.897], [-0.895, -2.235, 0.013], [3.131, -0.299, -2.293], [-1.260, 0.769, -1.681], [2.011, 0.248, -2.120], [0.196, 0.636, -0.251]], "mulliken_charge": [-0.45, -0.21, -0.35, -0.23, -0.24, 0.57, 0.26, 0.39, 0.25]}